[1]
{"formula": "C11H17N6O6Pd", "method": "the ωB97M-V functional and the def2-TZVPD basis", "species": ["Pd", "O", "C", "O", "C", "C", "N", "N", "C", "C", "O", "O", "H", "H", "H", "N", "C", "C", "C", "C", "N", "C", "N", "N", "C", "O", "O", "H", "H", "H", "H", "H", "H", "H", "H", "H", "H", "H", "H", "H", "H"], "coordinates": [[-1.660630, -0.682163, 0.664040], [3.032579, -3.417989, -1.659993], [1.959470, -3.646061, -2.401119], [1.993590, -4.265080, -3.427534], [0.660334, -3.046392, -1.951483], [-0.480176, -3.146003, -2.724291], [-1.461417, -2.505907, -2.077372], [-1.040988, -2.005962, -0.912252], [0.250981, -2.324244, -0.818586], [0.989762, -1.843681, 0.395233], [2.210846, -2.006300, 0.483089], [0.282852, -1.293215, 1.301219], [2.833457, -2.840898, -0.889109], [-0.621772, -3.626217, -3.678011], [-2.416400, -2.378485, -2.370982], [-1.850663, 0.451739, 2.492448], [-0.655227, 1.324785, 2.376092], [-0.419042, 2.285985, 3.539723], [0.775664, 1.845809, 4.401818], [2.105237, 2.424847, 3.896527], [2.306171, 2.332414, 2.447446], [2.602660, 1.242664, 1.744864], [2.516078, 1.291719, 0.416481], [2.991503, 0.109472, 2.325859], [-0.623714, 1.953820, 0.969733], [0.017042, 2.972522, 0.769709], [-1.193700, 1.253787, 0.046808], [-2.698451, 1.007232, 2.571062], [-1.786518, -0.127659, 3.323767], [0.176219, 0.619194, 2.336579], [-1.327585, 2.376693, 4.137943], [-0.227584, 3.277962, 3.125573], [0.826700, 0.752638, 4.431634], [0.657274, 2.169330, 5.436405], [2.961520, 1.995684, 4.420101], [2.126614, 3.491094, 4.115424], [2.006600, 3.128332, 1.901377], [1.992911, 2.035192, -0.024916], [2.750667, 0.474599, -0.125629], [3.161505, 0.066962, 3.314286], [2.978429, -0.751418, 1.793138]], "atomic_forces_ev_per_a": [[-0.0785, -0.1253, 0.0772], [0.0403, 0.0423, -0.0152], [0.0170, 0.2107, -0.1758], [-0.0181, -0.1008, 0.0743], [-0.0280, -0.0832, 0.0465], [0.0095, 0.0410, -0.0308], [0.0137, -0.0261, 0.0294], [-0.0054, 0.0561, -0.0342], [0.0424, 0.0974, -0.0607], [-0.2317, -0.2369, 0.1577], [0.2365, 0.1749, -0.2032], [0.0181, 0.0626, -0.0704], [-0.0481, -0.1727, 0.1195], [-0.0019, -0.0041, 0.0011], [-0.0047, -0.0061, 0.0030], [-0.0848, 0.0262, 0.0124], [0.0434, 0.0658, -0.0745], [0.0836, 0.0738, -0.0351], [0.0489, -0.0088, -0.0489], [-0.0491, 0.0025, -0.0357], [0.1029, 0.0657, 0.0324], [0.0210, -0.1242, 0.2906], [-0.0771, -0.0889, -0.2243], [0.0470, 0.3511, 0.1348], [0.1673, -0.1338, 0.0638], [-0.0254, 0.0767, -0.0159], [0.0169, 0.0324, -0.1497], [0.0047, -0.0040, -0.0020], [-0.0162, 0.0122, 0.0141], [0.0064, -0.0014, 0.0248], [0.0308, -0.0826, 0.0611], [-0.0548, 0.0166, 0.0349], [-0.0209, 0.0080, 0.0198], [0.0092, 0.0516, -0.0092], [-0.0275, -0.0491, -0.0056], [0.0359, 0.0074, 0.0068], [-0.1081, -0.0794, 0.0128], [-0.0479, -0.0319, 0.0215], [0.0190, 0.0749, 0.0400], [-0.0190, 0.0277, 0.0077], [-0.0674, -0.2181, -0.0953]], "lowdin_spin": [1.4233, 0.0008, 0.0003, 0.0006, 0.0017, 0.0068, 0.0053, 0.0394, 0.0059, 0.0103, 0.0135, 0.1486, 0.0005, 0.0008, 0.0007, 0.0820, 0.0011, 0.0026, 0.0001, 0.0001, 0.0005, 0.0001, 0.0000, 0.0002, 0.0114, 0.0190, 0.2131, 0.0057, 0.0050, -0.0007, 0.0006, 0.0006, 0.0000, 0.0000, 0.0000, 0.0000, 0.0002, 0.0001, 0.0001, 0.0000, 0.0000], "lumo_energy_ev": [-2.9648, -5.1262], "e_homo_ev": [-12.649, -12.983], "spin_multiplicity": 3, "e_tot_ha": -1337.0968, "homo_lumo_gap_ev": [9.7, 7.9], "de_lowest_ev": 0.000, "charge": 1}

***

[2]
{"formula": "C11H17NO2S", "method": "the ωB97M-V functional and the def2-TZVPD basis", "species": ["C", "C", "C", "C", "C", "C", "C", "C", "C", "C", "C", "N", "O", "O", "S", "H", "H", "H", "H", "H", "H", "H", "H", "H", "H", "H", "H", "H", "H", "H", "H", "H"], "coordinates": [[-0.321309, 1.004045, 0.430969], [0.899164, 0.928698, 0.881596], [2.747941, 0.844325, -0.793389], [1.902643, -0.012991, 0.278932], [-3.580080, 0.657529, -0.447732], [1.641388, -2.314698, 0.349052], [-2.510977, -0.125888, -0.220729], [1.345398, 1.785714, 2.096076], [2.215158, 0.876066, -2.151885], [-4.927090, 0.430258, 0.191182], [1.109962, -3.643293, -0.077748], [1.351547, -1.235166, -0.225768], [3.727848, 1.453161, -0.448056], [-1.210828, 1.497548, -1.731930], [-0.924207, 0.249392, -0.967831], [-1.025914, 1.660309, 0.980864], [2.575403, -0.300578, 1.222307], [-3.436517, 1.547326, -1.167530], [2.530960, -2.218061, 1.039221], [-2.656804, -0.971288, 0.454363], [2.153426, 2.477406, 1.874665], [1.890863, 1.051468, 2.853986], [0.543875, 2.370099, 2.554750], [2.339205, 1.842045, -2.535742], [1.138974, 0.673331, -2.151068], [2.807820, 0.121945, -2.775594], [-5.152016, 1.353824, 0.749278], [-4.870490, -0.372067, 0.845247], [-5.564078, 0.235146, -0.735373], [2.043412, -4.162239, -0.598189], [0.232760, -3.464588, -0.542530], [0.982561, -4.238765, 0.768611]], "atomic_forces_ev_per_a": [[-0.8881, 0.8963, 2.2951], [1.2643, 0.5890, 1.2185], [-0.0464, -0.8300, 1.9281], [2.7847, -0.0793, 1.9885], [1.5681, 0.7433, -0.8191], [2.0169, 0.5972, 0.1040], [-1.4726, 0.2184, 0.1516], [1.3523, -2.1759, 0.5254], [-0.3088, -1.9714, -0.9535], [0.5493, 1.8324, -2.8313], [5.3017, 0.1306, 0.5247], [-1.1375, 0.2987, -0.5019], [-0.1402, -0.1377, 0.2161], [-0.0686, 0.2000, -1.1345], [-2.0005, 0.2691, -0.8599], [0.2223, -0.3864, -0.8121], [-0.5557, 0.7803, -1.9679], [-0.2831, -1.4751, 1.2048], [-0.9202, -0.7322, 0.1045], [0.5529, -0.0140, -0.1798], [0.0628, 0.1010, -0.5109], [-1.4928, 1.4525, -1.1916], [-0.0122, -0.4547, -0.0536], [0.4525, 1.3786, -0.7633], [0.4529, -0.3035, -0.3624], [-1.0084, 0.9465, 0.7066], [-0.5732, -0.3929, -0.4243], [-0.2460, -1.6480, 1.1298], [-0.0034, 0.3440, 1.7402], [-2.3676, 0.9385, 0.2928], [-2.5715, -0.0696, -2.2814], [-0.4840, -1.0459, 1.5168]], "lowdin_charge": [-0.2701, -0.2865, -0.3838, -0.2683, -0.2140, -0.2025, -0.2879, -0.0271, -0.0041, -0.0931, -0.0418, 0.0208, 0.0953, -0.5166, 0.9025, 0.1196, 0.1563, 0.1278, 0.1296, 0.0862, 0.0698, 0.1197, 0.0737, 0.0769, 0.0341, 0.1352, 0.0840, 0.0367, 0.1074, 0.1397, 0.0341, 0.0463], "lumo_energy_ev": 0.6618, "e_homo_ev": -8.625, "e_tot_ha": -1032.6083, "homo_lumo_gap_ev": 9.3, "de_lowest_ev": 4.640, "charge": 0}

***

[3]
{"formula": "C11H18", "method": "the ωB97M-V functional and the def2-TZVPD basis", "species": ["C", "C", "C", "C", "C", "C", "C", "C", "C", "C", "C", "H", "H", "H", "H", "H", "H", "H", "H", "H", "H", "H", "H", "H", "H", "H", "H", "H", "H"], "coordinates": [[-1.558576, -0.390323, 0.089844], [-2.552400, -1.355820, 0.125774], [-3.890099, -0.969389, 0.064753], [-4.213491, 0.375254, -0.101458], [-3.212142, 1.347863, -0.140303], [-1.860708, 0.975062, -0.015687], [2.928033, -0.071030, 0.011930], [1.565281, -0.521421, -0.258161], [2.892858, 0.451461, 1.507831], [3.127204, 1.210687, -0.792338], [3.874711, -1.109102, -0.428538], [-0.492911, -0.692642, 0.087632], [-2.273338, -2.442430, 0.180407], [-4.649300, -1.771596, 0.076193], [-5.256002, 0.717828, -0.251115], [-3.437890, 2.428910, -0.282939], [-1.074968, 1.718494, 0.056739], [1.165401, -1.674381, 0.076445], [0.949086, 0.312203, -0.010564], [1.541955, -0.655579, -1.255511], [3.897092, 1.216642, 1.684100], [2.091339, 1.105000, 1.700035], [2.843866, -0.351743, 2.260907], [4.414334, 1.271585, -1.031209], [2.808277, 2.183554, 0.185165], [2.328013, 1.356989, -1.947668], [3.657427, -1.378754, -1.447541], [5.007525, -0.953367, -0.666227], [3.876059, -2.050168, 0.203275]], "atomic_forces_ev_per_a": [[1.0337, 0.2099, -0.1732], [0.0464, -0.7294, 0.0249], [-0.1656, -0.6051, -0.2506], [-0.5287, 0.5751, -0.2440], [0.7436, 0.5660, 0.0280], [-1.0091, -0.7553, 0.2405], [0.2619, 1.9869, 2.0268], [-1.5896, -3.3889, 2.0038], [4.8085, 0.2087, 0.1159], [0.8131, 3.5865, -0.6526], [3.5296, -2.4668, -0.0169], [-1.5143, 0.1433, 0.2497], [-0.3584, 1.2333, -0.0010], [0.2718, 0.7489, 0.0263], [0.6744, -0.4741, 0.2489], [-0.0600, -1.0181, 0.1873], [-0.0454, -0.0130, -0.2669], [1.3334, 3.3774, 0.0349], [-0.9693, 0.0493, 0.3517], [-0.6174, -0.3206, -3.7280], [-2.5560, -2.5272, -0.1453], [-1.2820, 0.6644, -0.1902], [0.3776, 0.2072, -0.2584], [-4.1508, 0.3614, 0.4246], [1.0056, -2.4422, -4.0338], [2.8310, -0.4619, 3.7933], [-0.9105, -0.4796, -0.4655], [-1.6695, 0.7656, 1.3660], [-0.3039, 0.9982, -0.6963]], "lowdin_charge": [-0.1055, -0.1018, -0.1074, -0.1094, -0.1007, -0.0835, -0.7730, -0.1491, -0.0885, -0.1008, -0.1076, 0.0379, 0.1170, 0.1065, 0.1071, 0.1090, 0.0945, 0.1794, 0.0479, 0.0317, 0.1439, 0.0286, 0.0750, 0.1370, 0.1563, 0.1763, 0.0696, 0.1074, 0.1023], "lumo_energy_ev": 0.7080, "e_homo_ev": -9.307, "e_tot_ha": -429.7449, "homo_lumo_gap_ev": 10.0, "de_lowest_ev": 5.325, "charge": 0}